<a>
The following is a quantum chemistry calculation of C4H9N3O2S in the gas phase, from the OMol25 dataset.

Geometry (Å):
C 0.2094 0.0983 -1.6462
C 0.9057 -0.1393 0.5382
C 0.8820 -0.2529 -2.9145
C -1.4877 -0.5323 2.6447
N -0.2972 -1.0900 -1.0540
N 0.0804 -1.2469 0.0997
N 1.1842 0.6704 -0.5594
O -1.3653 1.5854 0.7685
O 0.2478 1.5158 2.6754
S -0.5214 0.7934 1.6844
H -0.7356 0.7127 -1.7959
H 1.7462 -0.4537 1.2701
H 1.8214 -0.7501 -2.7209
H 0.9184 0.5467 -3.7299
H 0.2265 -1.0409 -3.4261
H -0.7448 -1.0926 3.0884
H -2.0499 -0.0008 3.4408
H -2.0915 -1.0805 1.9145
H 1.0715 1.7573 -0.2778

The multiplicity is 1. For the LUMO energy, the calculation gives 0.25 eV. As for the SMILES: C[C@H]1N=N[C@H](S(C)(=O)=O)N1. For the HOMO energy, the calculation gives -0.3388 Eh. As for the HOMO-LUMO gap: 0.348 Ha. As for the net charge: 0.

<b>
The following is a quantum chemistry calculation of C4H9N3O2S in the gas phase, from the OMol25 dataset.

Geometry (Å):
C 1.5003 -0.9782 -1.0549
C -0.6567 -0.9450 1.9057
C -1.6073 -1.3583 -0.3625
C 1.6015 2.1441 -0.6074
N 2.3451 -1.3872 -1.7023
N 0.6031 -0.3779 -0.0436
N -0.3904 -1.2608 0.5277
O -0.4405 1.1483 -1.9577
O -0.8115 1.5390 0.4353
S 0.0843 1.1526 -0.6124
H 0.2789 -0.9148 2.4536
H -1.1156 0.0277 1.9034
H -1.2867 -1.7580 2.4392
H -1.4185 -1.5600 -1.3939
H -2.1768 -2.1739 -0.0683
H -2.2658 -0.4519 -0.0336
H 2.5933 1.6946 -0.6083
H 1.5464 2.6300 -1.5826
H 1.6169 2.8297 0.3626

The multiplicity is 1. For the LUMO energy, the calculation gives 0.54 eV. As for the SMILES: CN(C)N(C#N)S(C)(=O)=O. For the HOMO energy, the calculation gives -0.3523 Eh. As for the HOMO-LUMO gap: 0.372 Ha. As for the net charge: 0.

Most stable: <a>. Least stable: <b>.